Record 1
Below is a structure of composition C7CuF21O21S7, with properties calculated with ωB97M-V/def2-TZVPD.

Structure (XYZ):
```
57
Properties=species:S:1:pos:R:3:lowdin_charge:R:1
Cu 0.0141 -0.1066 -0.0683 0.77
C -0.1116 -0.2170 -4.8764 -0.61
F 1.1646 -0.6443 -4.7813 0.10
F -0.4402 0.2479 -6.0927 0.08
F -0.8810 -1.3242 -4.6858 0.07
S -0.5844 1.0239 -3.4989 0.53
O -0.3234 0.3553 -2.1860 -0.33
O 0.3136 2.1416 -3.6945 -0.31
O -1.9946 1.3903 -3.6668 -0.34
C 2.0547 -0.3659 4.3044 -0.62
F 1.9331 0.0909 5.5688 0.08
F 2.8655 0.4497 3.6224 0.10
F 2.6490 -1.5630 4.2746 0.10
S 0.3078 -0.5244 3.4481 0.53
O -0.5566 0.5386 3.9253 -0.32
O 0.5374 -0.4909 1.9976 -0.32
O -0.1132 -1.8803 3.8242 -0.33
C 2.8724 3.3860 1.4903 -0.65
F 2.7293 2.6509 2.6003 0.11
F 1.9041 4.3014 1.4806 0.10
F 4.0392 4.0213 1.4409 0.10
S 2.6125 2.3350 -0.0922 0.55
O 3.9035 1.7534 -0.4300 -0.34
O 1.5698 1.3590 0.2821 -0.35
O 2.2199 3.2553 -1.1936 -0.33
C -1.3553 -4.6746 -0.9360 -0.66
F -2.6494 -4.5600 -0.6765 0.12
F -0.9787 -5.9763 -0.8513 0.06
F -1.0794 -4.1950 -2.1425 0.13
S -0.3704 -3.7283 0.3834 0.50
O -1.0977 -3.8416 1.6411 -0.32
O 0.9087 -4.4202 0.4014 -0.34
O -0.3398 -2.3566 -0.1156 -0.34
C -4.1401 0.5743 2.1057 -0.66
F -4.5678 1.2988 1.0616 0.11
F -3.3893 1.3521 2.8708 0.12
F -5.2101 0.1886 2.8263 0.07
S -3.2316 -0.9685 1.4892 0.53
O -2.0107 -0.5109 0.8067 -0.33
O -3.0300 -1.7640 2.7184 -0.34
O -4.2027 -1.6086 0.6151 -0.35
C -1.8210 4.0975 1.2555 -0.64
F -2.7126 3.4597 2.0098 0.11
F -2.2410 5.3524 0.9669 0.07
F -0.6714 4.2595 1.9126 0.11
S -1.5526 3.1633 -0.3787 0.50
O -0.6398 3.9349 -1.2045 -0.31
O -1.0492 1.8586 0.0607 -0.34
O -2.8736 3.0457 -0.9940 -0.34
C 2.5248 -2.8377 -2.8275 -0.60
F 1.2509 -2.7606 -3.1936 0.11
F 2.6528 -3.9250 -1.9942 0.07
F 3.3324 -2.9435 -3.8940 0.09
S 2.8945 -1.1944 -1.8355 0.49
O 1.7564 -1.0707 -0.9712 -0.32
O 4.2267 -1.2990 -1.2709 -0.35
O 2.9811 -0.1338 -2.8320 -0.33
```

Computed properties:
* net charge: -5
* multiplicity: 2
* energy above the lowest of the compared OMol25 structures with the same formula, charge and spin: 30.4 kcal per mole
* Kohn-Sham gap (alpha / beta): 0.2343 / 0.2342 hartree
* expectation value of S²: 0.75

=====

Record 2
Below is a structure of composition C7H10, with properties calculated with ωB97M-V/def2-TZVPD.

Structure (XYZ):
```
17
Properties=species:S:1:pos:R:3:lowdin_charge:R:1
C 1.4519 -0.6143 -0.1387 -0.12
C 0.7405 0.7049 0.2881 -0.29
C -0.1458 0.9352 -0.8259 -0.07
C -1.0256 -0.2727 -0.6982 -0.19
C -1.6461 0.0347 0.7002 -0.10
C -0.2233 -0.2023 1.1927 -0.20
C 0.0416 -1.2070 0.0456 -0.18
H 1.9357 -0.6138 -1.1207 0.11
H 2.1292 -0.9998 0.6329 0.11
H 1.5965 1.6852 -0.1916 0.08
H 1.6188 1.7291 -1.1706 0.13
H -0.3065 1.8303 -1.4071 0.09
H -1.6398 -0.5956 -1.5398 0.13
H -2.1059 1.0191 0.8497 0.11
H -2.3344 -0.7580 1.0087 0.11
H 0.0625 -0.3942 2.2283 0.14
H -0.1492 -2.2807 0.1465 0.14
```

Computed properties:
* multiplicity: 1
* energy above the lowest of the compared OMol25 structures with the same formula, charge and spin: 178.3 kcal per mole
* Kohn-Sham gap (alpha / beta): 0.2765 / 0.2919 hartree

=====

Record 3
Below is the molecule C7H10, with properties calculated with ωB97M-V/def2-TZVPD.

Structure (XYZ):
```
17
Properties=species:S:1:pos:R:3:lowdin_charge:R:1
C -1.4156 0.9111 -0.1079 -0.13
C -0.2473 1.5600 -0.0061 -0.07
C 0.8549 0.6396 0.4404 -0.25
C 2.1090 -0.0087 -0.0884 -0.05
C 0.7447 -0.6323 -0.3940 -0.28
C -0.2958 -1.5547 0.0938 -0.15
C -1.6116 -0.5883 0.0594 -0.15
H -2.3469 1.4612 -0.3354 0.10
H -0.2261 2.6636 -0.1478 0.10
H 0.8475 0.3803 1.4746 0.13
H 2.6341 0.4097 -0.9380 0.09
H 2.7498 -0.4428 0.6345 0.08
H 0.4917 -0.2936 -1.4304 0.15
H -0.1159 -1.9274 1.0967 0.10
H -0.5075 -2.4811 -0.5086 0.11
H -2.1983 -0.9260 -0.8158 0.10
H -2.1577 -0.8036 0.9870 0.10
```

Computed properties:
* SMILES: C1=C[C@@H]2C[C@H]2CC1
* multiplicity: 1
* energy above the lowest of the compared OMol25 structures with the same formula, charge and spin: 63.4 kcal per mole
* Kohn-Sham gap: 0.3690 hartree

=====

Record 4
Below is the molecule C7H10, with properties calculated with ωB97M-V/def2-TZVPD.

Structure (XYZ):
```
17
Properties=species:S:1:pos:R:3:lowdin_charge:R:1
C -0.4482 -2.5493 0.4539 0.03
C 0.0045 -1.4142 -0.1939 -0.16
C -0.5832 -0.1204 -0.0115 -0.30
C -1.8862 0.1543 0.2390 0.07
C 0.5707 0.8288 -0.3150 -0.31
C 1.1125 0.7894 -1.5540 0.03
C 0.8544 1.7586 0.8439 -0.04
H 0.1761 -3.4678 0.3568 0.06
H -1.4161 -2.5989 0.9381 0.05
H 1.0099 -1.4766 -0.8040 0.13
H -2.7699 -0.4234 0.2210 0.04
H -2.4070 1.0554 0.5087 0.05
H 1.0494 0.1051 -2.3913 0.07
H 2.0728 1.2743 -1.6873 0.06
H 0.2386 1.5418 1.6701 0.05
H 0.5286 2.7078 0.4650 0.08
H 1.8931 1.8350 1.2605 0.10
```

Computed properties:
* SMILES: C=CC(=C)C(=C)C
* multiplicity: 1
* energy above the lowest of the compared OMol25 structures with the same formula, charge and spin: 80.7 kcal per mole
* Kohn-Sham gap: 0.3332 hartree

=====

Record 5
Below is the molecule C7H10, with properties calculated with ωB97M-V/def2-TZVPD.

Structure (XYZ):
```
17
Properties=species:S:1:pos:R:3:lowdin_charge:R:1
C 2.1515 0.0383 0.4505 -0.07
C 0.7460 -0.1482 -0.0885 -0.38
C -0.2650 -0.9929 0.7054 -0.12
C -1.5787 -0.5175 0.1098 -0.24
C -1.5236 0.9609 -0.0667 -0.18
C -1.3473 0.0196 -1.2302 -0.04
C -0.1389 1.0318 -0.4734 -0.08
H 2.7380 0.6475 -0.2519 0.08
H 2.2038 0.4950 1.4421 0.07
H 2.6257 -0.9511 0.4837 0.08
H 0.8820 -0.5928 -1.0754 0.12
H -0.2655 -0.7207 1.7647 0.12
H -0.1161 -2.0648 0.5689 0.11
H -2.5416 -0.9100 0.4173 0.14
H -2.2006 1.7851 0.0929 0.13
H -1.6829 -0.1014 -2.2390 0.11
H 0.3298 2.0333 -0.5943 0.14
```

Computed properties:
* SMILES: C[C@H]1C[C@H]2[C@@H]3[C@H]2[C@@H]31
* multiplicity: 1
* energy above the lowest of the compared OMol25 structures with the same formula, charge and spin: 79.5 kcal per mole
* Kohn-Sham gap: 0.3392 hartree

=====

Record 6
Below is the molecule C7H10, with properties calculated with ωB97M-V/def2-TZVPD.

Structure (XYZ):
```
17
Properties=species:S:1:pos:R:3:lowdin_charge:R:1
C 1.4973 0.8635 0.8229 -0.07
C 1.5514 -0.8007 0.2657 -0.08
C 0.5457 -1.0290 -0.8717 -0.11
C -0.4676 -0.1711 -0.1182 -0.43
C -1.9499 -0.2209 -0.0608 -0.08
C -1.2538 0.9703 -0.6780 -0.08
C 0.4538 -0.0840 1.0830 -0.25
H 1.3462 1.7814 0.2615 0.11
H 2.2436 0.9055 1.6199 0.11
H 2.4797 -0.2165 0.0827 0.10
H 0.1840 -2.0731 -0.9365 0.12
H 0.8836 -0.7372 -1.8684 0.11
H -2.4831 -0.9144 -0.7039 0.10
H -2.3963 -0.0826 0.9213 0.10
H -1.2826 1.0578 -1.7620 0.10
H -1.2476 1.9247 -0.1541 0.10
H 0.1299 -0.3075 2.0896 0.13
```

Computed properties:
* SMILES: C1[C@@H]2CC3(CC3)[C@H]12
* multiplicity: 1
* energy above the lowest of the compared OMol25 structures with the same formula, charge and spin: 114.3 kcal per mole
* Kohn-Sham gap: 0.3354 hartree

=====

Record 7
Below is the molecule C7H10, with properties calculated with ωB97M-V/def2-TZVPD.

Structure (XYZ):
```
17
Properties=species:S:1:pos:R:3:lowdin_charge:R:1
C -0.5745 0.5876 2.5868 0.12
C -0.4758 0.8866 1.4231 -0.12
C -0.3899 1.2022 0.0164 -0.23
C -0.7117 0.1062 -0.9870 -0.26
C -1.1816 -1.2477 -0.5074 -0.06
C 0.7037 0.5871 -0.8414 -0.26
C 1.8084 -0.2387 -0.2227 -0.06
H -0.6682 0.3249 3.6168 0.02
H -0.7017 2.2123 -0.2397 0.14
H -1.2280 0.4626 -1.8762 0.13
H -2.1819 -1.1691 -0.0644 0.08
H -1.2288 -1.9607 -1.3380 0.08
H -0.5225 -1.6640 0.2592 0.07
H 1.0447 1.2425 -1.6423 0.13
H 2.2096 -0.9631 -0.9410 0.08
H 2.6309 0.4130 0.0938 0.08
H 1.4672 -0.7815 0.6641 0.07
```

Computed properties:
* SMILES: C#C[C@@H]1[C@H](C)[C@@H]1C
* multiplicity: 1
* energy above the lowest of the compared OMol25 structures with the same formula, charge and spin: 54.3 kcal per mole
* Kohn-Sham gap: 0.3797 hartree

=====

Record 8
Below is the molecule C7H10, with properties calculated with ωB97M-V/def2-TZVPD.

Structure (XYZ):
```
17
Properties=species:S:1:pos:R:3:lowdin_charge:R:1
C 0.1443 -0.5027 1.5207 -0.13
C 1.4194 -0.3699 0.6358 -0.13
C 0.5807 -0.7395 -0.6152 -0.21
C -0.6900 -0.8470 0.2625 -0.21
C -1.3346 0.2890 -0.5546 -0.17
C -0.5095 1.5380 -0.5533 -0.09
C -0.0849 0.3929 -1.4200 -0.17
H 0.2054 -1.3377 2.2254 0.10
H -0.1742 0.3874 2.0729 0.10
H 1.8891 0.6188 0.6086 0.10
H 2.1930 -1.1058 0.8746 0.10
H 0.9205 -1.5834 -1.2200 0.13
H -1.2857 -1.7611 0.2988 0.13
H -2.3753 0.3029 -0.8654 0.13
H -0.9510 2.3727 -1.0924 0.11
H 0.0650 1.8404 0.3198 0.09
H -0.0123 0.5049 -2.4982 0.13
```

Computed properties:
* SMILES: C1C[C@H]2[C@@H]1[C@H]1C[C@@H]21
* multiplicity: 1
* energy above the lowest of the compared OMol25 structures with the same formula, charge and spin: 58.2 kcal per mole
* Kohn-Sham gap: 0.3798 hartree

=====

Record 9
Below is a structure of composition C7H10, with properties calculated with ωB97M-V/def2-TZVPD.

Structure (XYZ):
```
17
Properties=species:S:1:pos:R:3:lowdin_charge:R:1
C 1.6414 -1.1319 -0.1637 0.02
C 0.3207 -0.5490 0.0559 -0.51
C -1.2576 -0.8819 -0.0014 -0.10
C -1.5506 0.5447 -0.3146 -0.08
C -0.4881 1.3766 0.2307 -0.22
C 0.2487 0.4863 1.2196 -0.09
C 0.3443 0.6314 -0.8950 -0.12
H 2.2206 -1.5218 0.6760 0.06
H 1.8625 -1.5935 -1.1256 0.06
H 1.6293 0.5092 -0.7257 0.17
H -1.6071 -1.2098 0.9844 0.10
H -1.6105 -1.5841 -0.7628 0.11
H -2.2215 0.8923 -1.0940 0.11
H -0.5629 2.4605 0.2793 0.13
H -0.2910 0.1646 2.1163 0.12
H 1.2429 0.8543 1.4743 0.12
H 0.0789 0.5522 -1.9537 0.12
```

Computed properties:
* multiplicity: 1
* energy above the lowest of the compared OMol25 structures with the same formula, charge and spin: 151.7 kcal per mole
* Kohn-Sham gap (alpha / beta): 0.2699 / 0.3058 hartree

=====

Record 10
Below is a cluster of 2 separate species, C7H10 in total, with properties calculated with ωB97M-V/def2-TZVPD.

Structure (XYZ):
```
17
Properties=species:S:1:pos:R:3:lowdin_charge:R:1
C -2.3150 0.2299 -0.1540 -0.09
C -2.1510 1.1291 -1.1171 -0.09
C 0.3231 -1.5085 0.4686 -0.03
C 0.9481 -1.0537 -0.8249 -0.17
C 1.8672 -0.6111 0.2749 -0.20
C 1.4097 0.7127 0.8011 -0.09
C 0.6365 -0.4395 1.3538 -0.19
H -2.2366 -0.8383 -0.3408 0.05
H -2.5227 0.5214 0.8727 0.06
H -1.9468 0.8354 -2.1441 0.05
H -2.2223 2.1966 -0.9237 0.05
H 1.2429 -1.8662 -1.4870 0.10
H 0.5394 -0.1999 -1.3728 0.10
H 2.7930 -1.0894 0.5718 0.14
H 0.9479 1.3722 0.0666 0.11
H 2.0483 1.2155 1.5239 0.11
H 0.6385 -0.6063 2.4309 0.12
```

Computed properties:
* multiplicity: 1
* energy above the lowest of the compared OMol25 structures with the same formula, charge and spin: 122.2 kcal per mole
* Kohn-Sham gap: 0.3249 hartree

=====

Record 11
Below is a structure of composition C7H10, with properties calculated with ωB97M-V/def2-TZVPD.

Structure (XYZ):
```
17
Properties=species:S:1:pos:R:3:lowdin_charge:R:1
C -0.3385 2.0005 0.2136 -0.06
C -0.0851 0.5945 -0.1573 -0.53
C 1.2603 0.0009 0.5304 -0.06
C 0.6472 -1.1852 -0.2502 -0.27
C 0.2540 -0.1608 -1.2344 -0.19
C -0.7408 -1.4673 0.3469 -0.03
C -1.2239 -0.2326 0.5988 0.02
H -0.4392 2.2300 1.3309 0.11
H -1.0275 2.3019 -0.5410 0.06
H 0.7465 2.5443 -0.0280 0.13
H 1.5961 0.2621 1.7895 0.19
H 2.0817 0.2597 -0.0606 0.06
H 1.2536 -2.0806 -0.5036 0.14
H 1.0808 0.0503 -1.9409 0.15
H -0.5215 -0.5840 -1.8094 0.12
H -1.3062 -2.3699 0.4584 0.09
H -2.1037 0.0862 1.0176 0.08
```

Computed properties:
* multiplicity: 1
* energy above the lowest of the compared OMol25 structures with the same formula, charge and spin: 121.8 kcal per mole
* Kohn-Sham gap: 0.3637 hartree

=====

Record 12
Below is the molecule C7H10, with properties calculated with ωB97M-V/def2-TZVPD.

Structure (XYZ):
```
17
Properties=species:S:1:pos:R:3:lowdin_charge:R:1
C -0.5413 0.1913 -1.9268 -0.09
C -0.3771 1.3890 -1.3410 -0.07
C -0.0432 1.2911 0.1625 -0.12
C 0.1582 -0.2162 0.2820 -0.49
C -0.1631 -0.9455 -1.0144 -0.13
C -0.3813 -0.6868 1.5750 -0.09
C 1.1194 -0.6618 1.3326 -0.07
H -0.9209 0.0058 -2.9360 0.10
H -0.4308 2.3310 -1.8821 0.09
H 0.8462 1.8854 0.4279 0.10
H -0.7864 1.5563 1.1114 0.15
H 0.7224 -1.4791 -1.3804 0.12
H -0.9586 -1.6987 -0.8942 0.12
H -0.8448 0.2058 2.0144 0.08
H -0.8278 -1.6860 1.5661 0.11
H 1.7193 -1.5574 1.1325 0.11
H 1.6783 0.1250 1.8262 0.09
```

Computed properties:
* SMILES: C1=CCC2(C1)CC2
* multiplicity: 1
* energy above the lowest of the compared OMol25 structures with the same formula, charge and spin: 51.7 kcal per mole
* Kohn-Sham gap: 0.3726 hartree